Entry 1:
# C26H39I2NO2

A 3-piece molecular cluster, C26H39I2NO2 overall (ωB97M-V with the def2-TZVPD basis set, the OMol25 dataset).

Structure (ORCA input):
```
! RIJCOSX wB97M-V def2-TZVPD def2/J DEFGRID3
* xyz 0 1
C 2.206 0.414 -3.746
C 1.861 -0.894 -3.765
C 2.730 -1.902 -3.029
N 2.049 -3.191 -2.826
C 1.292 -3.316 -1.601
O 0.114 -3.339 -1.514
C 2.346 -3.503 -0.535
C 2.332 -3.238 0.820
C 3.504 -3.508 1.523
C 4.639 -3.992 0.897
C 4.654 -4.257 -0.476
C 5.865 -4.752 -1.173
I 5.879 -6.789 -1.705
C 6.890 -3.963 -1.477
C 8.130 -4.374 -2.208
I 6.832 -1.909 -0.956
C 3.480 -4.007 -1.169
C 3.099 -4.171 -2.637
O 3.514 -4.961 -3.417
H 1.509 1.184 -3.436
H 3.226 0.697 -3.995
H 0.984 -1.241 -4.302
H 3.625 -2.105 -3.633
H 3.080 -1.431 -2.111
H 1.441 -2.841 1.283
H 3.514 -3.331 2.591
H 5.524 -4.173 1.491
H 8.361 -5.424 -2.046
H 7.933 -4.264 -3.277
H 8.993 -3.786 -1.917
C 0.100 -0.216 0.849
C -0.058 -0.382 2.358
C -1.407 0.107 2.880
C -1.674 1.597 2.671
C -0.639 2.536 3.289
C -0.550 2.425 4.808
H 0.061 0.834 0.554
H 1.063 -0.613 0.521
H -0.685 -0.754 0.313
H 0.759 0.131 2.874
H 0.042 -1.443 2.609
H -1.484 -0.133 3.945
H -2.205 -0.460 2.389
H -2.659 1.834 3.086
H -1.743 1.807 1.600
H -0.907 3.563 3.029
H 0.346 2.357 2.849
H -1.515 2.638 5.271
H 0.175 3.139 5.202
H -0.232 1.429 5.123
C -3.105 2.743 -0.970
C -3.794 3.642 0.054
C -5.081 3.041 0.617
C -6.186 2.798 -0.412
C -6.626 4.036 -1.192
C -7.223 5.128 -0.309
H -3.730 2.579 -1.849
H -2.174 3.197 -1.312
H -2.863 1.771 -0.536
H -3.992 4.621 -0.391
H -3.104 3.818 0.884
H -5.458 3.694 1.409
H -4.844 2.089 1.103
H -7.053 2.377 0.105
H -5.860 2.031 -1.122
H -7.375 3.731 -1.927
H -5.787 4.444 -1.762
H -8.089 4.753 0.241
H -7.554 5.972 -0.916
H -6.498 5.507 0.411
*
```

Calculated values
SMILES string = C=CCN1C(=O)c2cccc(/C(I)=C(/C)I)c2C1=O.CCCCCC.CCCCCC
HOMO-LUMO gap = 8.3205 eV

Mulliken atomic charge list, values in e, 4 entries: number 1, C, carries -0.749; number 2, C, carries -0.600; number 3, C, carries -0.281; number 4, N, carries -0.041

---

Entry 2:
# C8H15OPS

A 2-piece molecular cluster, C8H15OPS overall (ωB97M-V with the def2-TZVPD basis set, the OMol25 dataset).

Structure (ORCA input):
```
! RIJCOSX wB97M-V def2-TZVPD def2/J DEFGRID3
* xyz 0 1
C 1.956 -0.743 -0.204
C 1.695 0.797 -0.322
C 2.569 1.485 0.678
C 0.191 1.069 -0.107
C -0.175 2.514 -0.115
C -0.579 0.389 -1.163
P -1.321 -0.207 -2.414
H 1.784 -0.913 0.857
H 3.048 -0.644 -0.581
H 1.306 -1.323 -0.920
H 2.061 1.198 -1.354
H 3.531 1.104 0.644
H 2.013 1.408 1.634
H 2.656 2.500 0.481
H -0.022 0.503 0.921
H 0.254 2.988 0.747
H 0.334 2.996 -1.134
H -1.245 2.723 -0.029
C -1.813 -2.835 0.493
C -2.802 -1.824 0.344
O -3.747 -1.989 -0.548
S -2.651 -0.532 1.381
H -1.024 -2.513 1.066
H -2.192 -3.855 0.732
H -1.384 -2.932 -0.459
H -4.443 -1.366 -0.629
*
```

Calculated values
SMILES string = CC(C)[C@@H](C)C#P.CC(O)=S
Relative energy (zero: lowest compared OMol25 entry of this formula, charge and spin) = 40.4 kcal/mol
HOMO-LUMO gap (alpha / beta) = 9.0460 / 9.0455 eV

Mulliken atomic charge list, values in e, 4 entries: number 1, C, carries -1.108; number 2, C, carries 0.187; number 3, C, carries -1.716; number 4, C, carries 1.227

---

Calculated values (hartree) of E_tot for the records, taken in order: -1814.62050 -1128.48237.